{
  "formula": "C4H12BrMnO2",
  "method": "ωB97M-V with the def2-TZVPD basis set",
  "multiplicity": 7,
  "e_lumo_ev": [-9.47, -12.47],
  "de_lowest_kj_mol": 18.0,
  "total_charge": 2,
  "max_force_ev_per_a": 3.8,
  "elements": ["Mn", "Br", "C", "C", "O", "H", "H", "H", "H", "H", "H", "C", "C", "O", "H", "H", "H", "H", "H", "H"],
  "positions_angstrom": [[-2.692082, -2.790825, 0.640263], [-2.179642, -0.761785, 2.100043], [0.185029, 3.074085, 0.784543], [0.480308, 2.115795, -0.355217], [-0.775471, 1.432945, -0.539487], [-0.242701, 3.954885, 0.305653], [1.109488, 3.364655, 1.283583], [-0.511311, 2.697485, 1.533793], [1.253678, 1.427105, -0.015067], [0.836598, 2.586585, -1.271477], [-0.886462, 0.838585, 0.206173], [0.405218, -1.380425, -1.257617], [0.425148, -2.113225, 0.126403], [-0.523721, -3.151305, 0.186803], [0.446769, -2.030465, -2.131587], [1.306758, -0.767965, -1.242267], [-0.438221, -0.692695, -1.196527], [0.440208, -1.387575, 0.939613], [1.443549, -2.500425, 0.094513], [-0.083141, -3.915435, -0.192137]],
  "forces_ev_per_a": [[1.4, 1.2, 1.0], [-0.5, -1.1, -1.2], [-0.5, 1.6, 0.9], [-0.2, -1.2, -1.2], [1.9, 1.6, -1.0], [-0.3, 0.0, 0.1], [0.2, -0.4, -0.1], [0.0, 0.0, 0.0], [-0.1, -0.5, 0.3], [-0.6, 0.0, 0.0], [-0.5, -0.9, 1.3], [-0.1, 0.2, 1.9], [2.6, 1.5, -2.4], [-1.5, -0.3, 0.6], [-0.3, 0.1, 0.1], [0.1, 0.1, -0.3], [-0.4, -0.1, -0.9], [-0.8, -0.5, 0.2], [-0.1, -0.8, 0.7], [-0.2, -0.6, -0.1]],
  "lowdin_spin": [4.86, 0.09, 0.14, 0.12, 0.64, 0.01, 0.02, 0.00, 0.04, 0.00, 0.00, 0.02, 0.01, 0.04, 0.00, 0.00, 0.01, 0.00, 0.00, 0.00]
}